Entry 1:
Molecular formula: C28H39ClN5O4SZr
Method: DFT, ωB97M-V/def2-TZVPD

Computed properties:
HOMO-LUMO gap: 7.8 eV
E_tot: -2570.5581 Eh
E_LUMO: -2.93 eV
HOMO level: -10.8 eV
2S+1: 1
Charge: +1

Element x y z (Å)
Zr: -1.3593 0.6333 0.3740
Cl: 1.6634 2.2916 7.2066
S: 0.0546 -1.6826 -0.2193
O: 0.2295 0.5425 1.8154
O: -2.0169 1.7520 2.1293
O: -0.3067 1.3644 -0.8328
O: -4.2949 2.7608 1.0552
N: 2.2200 -0.1969 -0.0144
N: -2.9539 2.4626 -0.7798
N: -1.8739 2.1624 -2.8001
N: -4.5697 4.2306 -0.6148
N: 2.1044 -1.4937 -1.9195
C: -4.3010 -0.0543 -0.0158
C: -3.2660 -1.4666 1.6177
C: -4.0584 -0.3602 1.3163
C: 1.7242 0.5091 3.6289
C: 3.3673 0.6368 -0.3596
C: 1.1957 1.7804 5.6198
C: 4.5568 -2.0853 0.9973
C: 2.0510 0.9329 4.8900
C: 4.5377 0.4676 0.6039
C: 0.5118 0.9172 3.0254
C: 0.0124 2.1834 5.0781
C: -3.9219 3.1194 -0.0450
C: 2.0286 -3.9101 -2.5647
C: -1.5974 2.1333 3.2346
C: 4.5734 -3.4708 -2.4369
C: 1.5261 -2.4917 -2.8151
C: 5.3009 -0.8524 0.4897
C: -3.5094 3.8734 -2.6715
C: -0.3492 1.7537 3.7811
C: -2.7613 2.8262 -2.0539
C: -3.7523 -0.8264 -1.0384
C: -2.6359 -2.9344 -1.8366
C: -4.3764 4.5623 -1.9054
C: -5.5561 4.9150 0.2156
C: 3.4234 -4.2177 -3.1067
C: -3.0355 -1.9856 -0.7464
C: 1.5657 -1.0555 -0.7853
C: -2.7838 -2.2772 0.5983
H: -1.7755 -3.5334 -1.5463
H: -1.1319 1.6449 -2.3066
H: 3.6965 -2.3428 0.3813
H: 4.5950 -2.4099 -2.7023
H: -5.9528 5.7565 -0.3463
H: -0.6569 2.8260 5.6371
H: -2.1997 -3.1544 0.8479
H: -1.6966 2.5109 -3.7267
H: 3.0255 1.6742 -0.3576
H: 0.4486 -2.4440 -2.6784
H: 1.7467 -2.1812 -3.8391
H: 4.1770 0.6015 1.6304
H: 3.7011 0.4277 -1.3768
H: 3.5948 -5.2909 -3.0014
H: 3.0391 -1.1865 -2.1338
H: 1.3192 -4.5924 -3.0408
H: -4.4723 0.2664 2.0929
H: 5.6052 -1.0025 -0.5525
H: 2.9808 0.6161 5.3446
H: -2.2528 2.7892 3.8208
H: -4.9380 0.7838 -0.2563
H: 3.4373 -4.0168 -4.1825
H: 4.1936 -1.9268 2.0150
H: 6.2283 -0.7515 1.0569
H: 5.2250 1.2953 0.4127
H: -3.4697 -3.6094 -2.0422
H: 1.9783 -4.1106 -1.4899
H: 5.2192 -2.9514 1.0174
H: -3.3456 4.1330 -3.7054
H: -3.9496 -0.5665 -2.0719
H: 4.5167 -3.5458 -1.3497
H: 5.5328 -3.8823 -2.7499
H: -6.3610 4.2351 0.4862
H: -5.0866 5.2702 1.1293
H: -4.9525 5.3979 -2.2797
H: 1.6940 0.0944 0.7890
H: 2.3758 -0.1480 3.0700
H: -2.4015 -2.4033 -2.7587
H: -3.0543 -1.7218 2.6483

Forces on atoms 1 to 6 (eV/Å):
Zr 0.362 -0.194 -0.085
Cl 0.004 -0.008 -0.006
S -0.286 -0.052 -0.177
O -0.056 -0.029 0.004
O -0.165 0.241 -0.168
O 0.101 0.105 0.148

Atom charges from the Mulliken analysis, given in e for atoms 1 to 4: 1.481, -0.206, -0.412, -0.006

---

Entry 2:
Molecular formula: C28H39F12N2O17S
Method: DFT, ωB97M-V/def2-TZVPD

Computed properties:
HOMO-LUMO gap: 9.1 eV
E_tot: -4075.2124 Eh
E_LUMO: -2.96 eV
HOMO level: -12.1 eV
2S+1: 1
Charge: +1

Element x y z (Å)
S: 2.4809 -0.2142 1.3652
F: -5.0476 0.2614 0.9769
F: -4.4978 -1.3921 -0.3018
F: 4.0517 -0.4740 1.3663
F: 2.2008 3.8070 1.4417
F: 0.9021 0.0119 1.3034
F: 2.5083 0.1193 2.9035
F: 2.4483 -0.5939 -0.1788
F: 3.8717 1.9800 1.6800
F: 3.0923 1.7511 -0.3203
F: -3.1906 -0.8254 1.3224
F: 2.2328 -1.7231 1.7258
F: 1.0809 2.3162 2.5317
O: -1.3775 1.0894 2.1050
O: -1.2108 -3.3895 -1.5243
O: 2.6973 6.1472 0.4229
O: -0.3729 -1.3339 -1.1775
O: -5.1475 3.4883 -5.3333
O: -2.1002 -7.9231 3.1880
O: -4.0597 1.8032 -0.7763
O: 0.4680 5.7545 0.4126
O: 1.3106 7.6227 -0.4976
O: -1.5047 -5.8868 2.4321
O: -4.4199 2.1702 -3.6953
O: 11.0620 1.0510 2.2814
O: 0.6229 -3.1453 -0.3041
O: 9.8196 -0.6248 3.1397
O: -3.0961 -7.0826 1.3844
O: 9.1437 0.4073 1.2826
O: -3.1634 3.9159 -4.3459
N: -1.7112 1.8405 0.9174
N: -2.8182 1.9116 3.9237
C: 2.7951 1.6131 0.9756
C: -2.8762 -10.2319 3.1925
C: -3.4766 -8.4681 1.4553
C: -3.2188 -8.7921 2.9086
C: 2.5996 8.2730 -0.4407
C: -0.3220 -2.5244 -1.0154
C: 2.8318 9.1357 -1.6541
C: -4.0167 -0.3392 0.3842
C: 0.1873 -4.5114 -0.1132
C: 8.3019 -0.7485 1.4293
C: -3.2934 0.6188 -0.5927
C: 8.4738 -1.0494 2.9004
C: 3.5127 7.0774 -0.3170
C: 6.8888 -0.4463 0.9993
C: -0.8123 3.0200 0.7350
C: -4.1494 3.2608 -4.4569
C: -7.4468 2.7435 -5.6250
C: -2.1787 1.4426 3.0888
C: 1.4082 6.4470 0.1409
C: 0.5782 2.7297 0.2038
C: 10.1084 0.3498 2.2385
C: -1.8411 0.9195 -0.2486
C: 1.6280 2.5824 1.3266
C: -1.7968 -5.7294 -1.1514
C: -5.7955 1.8203 -3.9189
C: -0.6854 -4.7262 -1.3277
C: -2.1694 -6.8722 2.3495
C: -6.0266 2.3433 -5.3188
H: 2.0851 9.9267 -1.7094
H: -7.7974 3.4948 -4.9163
H: -1.3332 3.7194 0.0792
H: -1.3297 -0.0267 -0.0611
H: -2.4399 -5.4557 -0.3195
H: -4.0534 -8.4671 3.5352
H: 2.6228 8.8784 0.4689
H: 8.3581 -2.1027 3.1446
H: -2.8358 -9.0377 0.7780
H: -5.9355 0.7460 -3.8269
H: 0.8717 3.6034 -0.3685
H: 6.4844 0.3906 1.5687
H: -0.0816 -4.9715 -2.2055
H: 3.7569 6.6288 -1.2822
H: -1.3644 1.3292 -1.1377
H: -7.5143 3.1798 -6.6207
H: -6.4087 2.3315 -3.1734
H: 6.8659 -0.1649 -0.0539
H: 4.4298 7.2896 0.2258
H: 2.7505 8.5468 -2.5686
H: 1.0428 -5.1795 -0.0681
H: 7.8054 -0.4548 3.5288
H: 8.7256 -1.5491 0.8162
H: -8.1062 1.8771 -5.5791
H: -3.4381 2.4901 -1.0439
H: -3.2667 0.1028 -1.5566
H: -0.3689 -4.5696 0.8219
H: -2.6301 -10.3657 4.2451
H: 3.8201 9.5922 -1.6130
H: -5.6595 1.6351 -6.0664
H: 6.2537 -1.3168 1.1420
H: -0.7468 3.5236 1.7001
H: -1.3904 -6.7238 -0.9710
H: 0.6572 1.8769 -0.4735
H: -3.7171 -10.8798 2.9466
H: -2.6554 2.2238 1.0869
H: -4.5153 -8.5923 1.1606
H: -2.4194 -5.7634 -2.0461
H: -2.0064 -10.5436 2.6129

Forces on atoms 1 to 6 (eV/Å):
S 0.675 -0.681 -0.794
F 0.274 -0.081 0.213
F 0.136 0.214 0.206
F -0.440 0.012 0.128
F 0.296 -0.405 0.313
F -0.096 0.022 0.169

Atom charges from the Mulliken analysis, given in e for atoms 1 to 4: 1.342, -0.268, -0.289, -0.259

---

Entry 3:
Molecular formula: C28H39IInO
Method: DFT, ωB97M-V/def2-TZVPD

Computed properties:
HOMO-LUMO gap: 6.9 eV
E_tot: -1652.8774 Eh
E_LUMO: 2.41 eV
HOMO level: -4.5 eV
2S+1: 1
Charge: -1

Element x y z (Å)
I: -1.4457 4.0103 1.1081
In: 1.2951 1.9445 2.2975
O: -0.4143 0.1281 4.2760
C: -0.3527 1.5194 3.7921
C: -0.4683 -3.0461 1.5242
C: -3.1044 -1.8740 1.7598
C: 0.5584 -4.2013 0.8980
C: 0.6912 1.7736 0.1233
C: -0.3138 -3.5031 -3.0151
C: -2.1200 -4.0773 -4.5130
C: -0.7816 -4.1879 -4.1370
C: 4.3691 1.2039 3.2877
C: -2.0834 -2.9938 1.0967
C: 4.2558 3.4842 -4.4732
C: 0.0102 -1.9168 2.6240
C: -2.5227 -2.5962 -2.6477
C: -3.7017 0.3489 3.5376
C: -1.1835 -2.7037 -2.2739
C: 3.0210 0.4973 2.6790
C: -2.6394 -0.7282 2.8721
C: 3.3414 1.4182 -3.6173
C: -5.2841 0.0609 3.0825
C: -1.0202 -0.7789 3.2878
C: 4.1495 2.9924 -5.7744
C: 3.8538 2.6961 -3.3952
C: -0.2952 2.9610 -0.4271
C: 3.2402 0.9243 -4.9182
C: 0.4745 4.1244 -1.3217
C: -2.9919 -3.2853 -3.7664
C: 3.6458 1.7110 -5.9959
C: -3.5979 0.2770 5.2052
H: -3.1179 1.3071 5.5460
H: 4.6519 4.4814 -4.2999
H: 0.7281 -3.5920 -2.7196
H: -3.4985 1.4744 3.1976
H: -4.0357 -3.2038 -4.0564
H: -0.3071 5.0237 -1.3969
H: 4.5670 0.7860 4.3884
H: -1.3590 1.8766 3.3107
H: -0.2043 2.1954 4.7648
H: 0.4681 -4.1879 -0.2834
H: 1.6739 1.7911 -0.5204
H: 3.0220 0.8070 -2.7776
H: 4.4602 3.6071 -6.6146
H: -4.2370 -1.9188 1.3846
H: 1.6706 -3.9274 1.1984
H: 5.2947 0.8031 2.6491
H: -3.2010 -1.9758 -2.0679
H: -0.1028 -4.8070 -4.7176
H: 3.9391 3.0785 -2.3811
H: 3.5684 1.3252 -7.0095
H: -1.0655 2.4414 -1.1767
H: 2.8455 -0.0734 -5.0912
H: -5.5250 -1.0772 2.9554
H: 0.1459 0.7394 -0.0835
H: -4.6928 0.1299 5.6274
H: 4.3818 2.3734 3.2458
H: -2.4698 -3.8014 0.3297
H: -0.8175 -2.1647 -1.4037
H: 1.4262 4.4939 -0.7406
H: -2.9414 -0.6481 5.5226
H: 0.2625 -5.2841 1.2584
H: 2.6770 -0.3644 3.4144
H: -2.4840 -4.6097 -5.3883
H: -5.9522 0.6048 3.8914
H: 3.2868 0.0380 1.6125
H: 0.6904 3.7359 -2.4078
H: 1.9427 3.6021 2.6251
H: 1.1497 -1.9552 2.9546
H: -5.4258 0.6931 2.0843

Forces on atoms 1 to 6 (eV/Å):
I 0.051 -0.323 -0.386
In 0.621 -0.217 0.330
O -2.104 -2.229 -2.900
C -0.939 2.015 0.552
C -2.968 2.734 1.840
C 3.191 -0.259 0.578

Atom charges from the Mulliken analysis, given in e for atoms 1 to 4: -0.056, 0.888, -0.424, -0.188

---

Entry 4:
Molecular formula: C28H39O7PSi4Zn
Method: DFT, ωB97M-V/def2-TZVPD

Computed properties:
HOMO-LUMO gap: 4.6 eV
E_tot: -4895.8304 Eh
E_LUMO: 3.85 eV
HOMO level: -0.7 eV
2S+1: 1
Charge: -2

Element x y z (Å)
Zn: -0.7359 0.6537 0.3810
P: -1.8937 2.1473 -1.1247
Si: 1.0543 -2.9900 -0.0942
Si: 2.0593 -0.8787 2.9713
Si: 1.5291 -0.7525 0.6447
Si: 3.4680 0.0850 -0.4996
O: -1.0055 0.9838 2.3748
O: -2.8833 -3.3358 2.2630
O: -1.4789 0.0597 5.1899
O: 0.6834 1.9533 -0.0925
O: 1.8014 3.4080 -1.4058
O: -1.8987 -0.9968 0.5783
O: -3.5796 -2.0348 4.9525
C: -4.4804 1.9013 -0.6019
C: -6.1358 3.6929 -0.6103
C: 2.9617 0.0481 -2.2901
C: -3.5044 2.8279 -0.9158
C: -1.8326 -0.4672 4.1555
C: -0.7052 0.6581 -3.0070
C: 0.2299 -4.2279 1.0537
C: -2.8307 -1.6183 4.0478
C: 4.2185 1.7240 0.0472
C: 1.0374 -1.9729 4.1020
C: -2.1216 -1.0056 1.8373
C: 4.9639 -1.1345 -0.4395
C: 0.0192 -2.8126 -1.6895
C: 3.8564 -1.3896 3.1109
C: -1.8284 1.4434 -2.7654
C: 2.7444 -3.6926 -0.6969
C: 0.7577 2.9562 -0.9189
C: -0.6386 3.5548 -1.2553
C: -2.8531 1.4778 -3.7143
C: -5.8146 2.3305 -0.5043
C: -5.1436 4.6162 -1.0013
C: 1.9240 0.8961 3.7055
C: -0.5816 -0.1109 -4.1605
C: -2.6574 -2.1295 2.5735
C: -1.5994 -0.0065 -5.1135
C: -1.6380 -0.0556 2.7808
C: -3.8423 4.1970 -1.1322
C: -2.7156 0.7975 -4.8762
H: -0.6949 -3.8368 1.3790
H: -3.4565 0.8514 -5.7104
H: 1.5399 -2.9752 4.2425
H: 2.4063 0.8444 4.6895
H: 5.0361 2.0491 -0.5846
H: 2.6402 1.1151 -2.4232
H: 2.1619 -0.6753 -2.4878
H: 5.9658 -0.6488 -0.7226
H: 0.3557 -1.9529 -2.2969
H: 4.7176 1.5492 1.0008
H: 3.3967 2.4618 0.0889
H: 3.2084 -2.9529 -1.3126
H: -5.4189 5.6133 -1.2297
H: 0.8119 -1.4420 5.0270
H: 5.0438 -1.6457 0.4974
H: -4.2305 0.8264 -0.4636
H: 0.0916 -2.3005 3.6578
H: -1.0074 -2.5684 -1.4002
H: 4.0590 -1.8002 4.1202
H: -2.9665 4.8531 -1.2864
H: 2.4735 1.5372 2.9789
H: -0.0413 -5.0982 0.4479
H: 0.0326 -3.7194 -2.3202
H: 2.6205 -4.6684 -1.2275
H: -3.6757 2.2287 -3.5675
H: 4.5127 -0.5204 3.0176
H: 3.8936 -0.0773 -2.9117
H: 4.2301 -2.0979 2.3781
H: 3.4581 -3.8204 0.1559
H: 0.8837 1.1838 3.7849
H: 4.7731 -1.9217 -1.1348
H: -0.9940 4.3072 -0.5437
H: 0.8428 -4.6149 1.8844
H: 0.3078 -0.7395 -4.2286
H: -1.4918 -0.5421 -6.0639
H: -0.7204 4.0879 -2.1988
H: 0.0933 0.7445 -2.2899
H: -6.6195 1.5848 -0.4251
H: -7.1491 3.9811 -0.3809

Forces on atoms 1 to 6 (eV/Å):
Zn 1.277 -0.966 0.733
P 1.814 0.861 0.222
Si 1.421 0.952 -0.306
Si -0.522 0.951 -1.044
Si -0.695 -0.390 0.368
Si 0.204 -1.504 0.999

Atom charges from the Mulliken analysis, given in e for atoms 1 to 4: 1.349, 1.013, 0.499, 0.557

---

Entry 5:
Molecular formula: C28H40As3BaIN3S2
Method: DFT, ωB97M-V/def2-TZVPD

Computed properties:
HOMO-LUMO gap: 4.7 eV
E_tot: -9082.2210 Eh
E_LUMO: 0.93 eV
HOMO level: -3.8 eV
2S+1: 1
Charge: -1

Element x y z (Å)
Ba: 1.3672 0.6049 1.2930
I: -0.8840 2.9011 1.4735
As: -4.5853 1.5434 -1.1704
As: -0.7658 -1.7718 -2.3512
As: -1.4427 -1.0832 1.7593
S: 2.0434 -2.1150 0.7309
S: 2.0132 -0.5630 3.8447
N: 2.4776 2.2638 -0.9853
N: 3.8711 0.7933 0.8082
N: 3.7258 2.3345 -1.0452
C: -3.8077 0.1597 0.0086
C: 2.3826 4.1508 -2.5907
C: -2.7365 -0.3186 3.0279
C: 0.2235 4.6957 -3.5123
C: 2.4132 -2.2637 3.5401
C: 4.6128 -0.0594 1.5042
C: 5.9551 -0.2536 1.2433
C: -1.4161 -1.3403 -4.1755
C: 1.7734 3.1328 -1.8656
C: 2.9600 -4.3757 4.5874
C: 1.5921 4.9326 -3.4172
C: -1.8695 -0.4359 -1.3787
C: 2.7003 -3.0243 4.6620
C: 6.5705 0.4668 0.2299
C: -3.0844 -1.0074 -0.6544
C: -1.0790 -2.6991 2.8059
C: 0.8626 -0.6815 -2.4553
C: 5.8098 1.3535 -0.5105
C: -5.6983 2.3451 0.2419
C: -3.1157 2.8645 -1.0789
C: 2.9306 -5.0049 3.3482
C: 2.6533 -4.2606 2.2222
C: -0.3654 3.6774 -2.7783
C: 0.4114 2.8902 -1.9468
C: 2.4061 -2.8979 2.2793
C: -2.6205 -1.9684 0.4495
C: 4.4561 1.4437 -0.1901
C: -3.9831 -1.7550 -1.6391
H: 6.2126 1.9420 -1.3165
H: -3.4930 3.8409 -1.3771
H: -0.0447 2.1243 -1.3359
H: -2.3774 -1.8243 -4.3494
H: -2.1766 0.3251 -2.1061
H: 7.6254 0.3430 0.0144
H: 4.1160 -0.5756 2.3154
H: -2.0248 -3.1306 3.1370
H: 3.1726 -4.9328 5.4903
H: -3.1049 0.6905 0.6646
H: -0.5296 -3.4029 2.1843
H: 0.6413 0.3495 -2.7243
H: -0.4560 -2.4298 3.6584
H: 2.0446 5.7366 -3.9829
H: -4.2850 -1.1274 -2.4798
H: -2.0394 -2.7875 0.0021
H: -1.2163 0.0671 -0.6507
H: -4.6218 -0.2126 0.6415
H: -0.3860 5.3148 -4.1537
H: 1.5286 -1.1198 -3.1991
H: 1.3798 -0.7200 -1.4976
H: -4.8871 -2.0998 -1.1362
H: -1.4341 3.5019 -2.8295
H: -3.1462 0.6188 2.6553
H: 2.6226 -4.7355 1.2487
H: 2.7012 -2.5211 5.6245
H: 3.4436 4.3257 -2.4992
H: -3.4709 -2.6382 -2.0306
H: -3.4618 -2.4191 0.9948
H: -2.6893 2.9213 -0.0755
H: -6.1317 3.2763 -0.1238
H: -1.5283 -0.2677 -4.3097
H: -5.1061 2.5481 1.1322
H: 3.1167 -6.0671 3.2574
H: -2.1839 -0.1053 3.9472
H: 6.5030 -0.9675 1.8446
H: -0.7034 -1.7171 -4.9073
H: -6.5075 1.6600 0.4971
H: -2.3249 2.5755 -1.7789
H: -3.5349 -1.0342 3.2393

Forces on atoms 1 to 6 (eV/Å):
Ba -1.408 0.704 -0.025
I 0.150 0.574 0.800
As 0.079 0.164 -0.036
As -0.050 0.072 -0.140
As -0.042 -0.531 0.570
S 0.114 -0.763 -0.136

Atom charges from the Mulliken analysis, given in e for atoms 1 to 4: -0.196, -0.538, 0.209, 0.285

---

Entry 6:
Molecular formula: C28H40BFN7O3PtS3
Method: DFT, ωB97M-V/def2-TZVPD

Computed properties:
HOMO-LUMO gap (alpha / beta): 5.8 / 6.0 eV
E_tot: -3138.6306 Eh
E_LUMO (alpha / beta): 2.39 / 2.39 eV
HOMO level (alpha / beta): -3.4 / -3.6 eV
2S+1: 1
Charge: -1

Element x y z (Å)
Pt: 0.2902 -0.0232 1.9119
S: 2.7519 0.2881 1.0578
S: 0.1642 2.8010 1.5562
S: -2.3263 0.0892 1.0069
F: -3.9088 -4.1426 4.0437
O: 1.8909 -3.1792 0.6039
O: 0.1764 -4.0351 -0.4181
O: -0.0665 -2.2437 0.7743
N: 3.4709 -1.2082 -1.1639
N: 0.3493 4.2401 -0.7815
N: 0.3318 2.0593 -1.0754
N: 1.5185 -0.1947 -1.3119
N: 0.6783 -3.1537 0.3017
N: -1.0659 -0.0491 -1.4116
N: -3.0304 -1.0527 -1.3877
C: -0.7454 -1.4644 4.0001
C: 4.7452 -1.8965 -0.8098
C: 1.6074 5.7739 0.6943
C: 5.8416 -1.3002 -1.7004
C: 2.9578 -1.4312 -2.4316
C: 1.7666 -0.8255 -2.5112
C: -3.1204 -1.9285 4.2609
C: -4.0764 -2.6905 0.1562
C: -5.3112 -0.5951 -0.5664
C: -0.9196 5.8794 0.5692
C: 2.5804 -0.4206 -0.4756
C: 0.3757 5.6056 -0.2017
C: -2.0601 -1.0410 4.2512
C: -2.5667 -1.0463 -2.6931
C: -1.3702 -0.4402 -2.6993
C: -2.8704 -3.2644 4.0256
C: 0.2827 3.0284 -0.1150
C: -2.1232 -0.3779 -0.6032
C: -4.8780 -2.4441 -2.1704
C: 0.4373 3.9864 -2.1438
C: 0.4270 2.6553 -2.3128
C: 0.4742 6.6238 -1.3369
C: -0.5418 -2.8358 3.7932
C: 4.5472 -3.3891 -1.1054
C: 5.1805 -1.7753 0.6459
C: 0.3603 -0.4946 3.9410
C: -4.3103 -1.6824 -0.9743
C: -1.5948 -3.7332 3.7892
B: 0.2404 0.5315 -0.8542
H: 0.4908 4.7621 -2.8827
H: 1.0751 -0.8244 -3.3306
H: -5.7929 -2.9431 -1.8537
H: -1.7827 5.7765 -0.0922
H: -1.4376 -4.7848 3.5870
H: 1.5779 5.0649 1.5165
H: -4.1804 -3.2056 -2.5232
H: 5.9304 -0.2285 -1.5130
H: -2.2413 0.0145 4.4201
H: 1.3305 -0.9241 4.1874
H: -3.2992 -3.4046 -0.1238
H: 6.0906 -2.3674 0.7706
H: -1.0271 5.1784 1.3919
H: -0.3893 6.5699 -2.0025
H: 3.4587 -2.0309 -3.1680
H: -3.0922 -1.4960 -3.5134
H: -4.1331 -1.5899 4.4412
H: -0.8976 6.8969 0.9647
H: 4.4100 -2.1632 1.3075
H: 0.4616 -3.1929 3.5941
H: 0.1702 0.4049 4.5270
H: 5.4143 -3.9472 -0.7491
H: 0.1681 0.3856 0.3069
H: 5.3888 -0.7471 0.9218
H: -5.1329 -1.7745 -2.9946
H: -5.5141 0.0718 -1.4083
H: 0.4957 7.6202 -0.8966
H: -4.9110 -0.0110 0.2588
H: 1.3888 6.4941 -1.9179
H: 6.7977 -1.7735 -1.4723
H: 4.4295 -3.5884 -2.1718
H: -0.7292 -0.2401 -3.5375
H: 1.6302 6.7887 1.0969
H: -6.2490 -1.0564 -0.2514
H: -3.7556 -2.1934 1.0649
H: 5.6308 -1.4493 -2.7606
H: 2.5200 5.6014 0.1194
H: 3.6559 -3.7406 -0.5836
H: 0.4909 2.0777 -3.2191
H: -5.0016 -3.2333 0.3615

Forces on atoms 1 to 6 (eV/Å):
Pt 0.633 0.227 0.852
S 0.042 -0.145 0.546
S -0.052 0.381 0.100
S -0.206 -0.164 0.350
F -0.050 -0.038 -0.040
O -0.233 0.062 -0.129

Atom charges from the Mulliken analysis, given in e for atoms 1 to 4: 1.075, -0.432, -0.423, -0.347